(1)
ORCA calculation (ωB97M-V/def2-TZVPD) on a structure of composition C3H4INOS.

DFT total energy = -25646.88854 eV
energy relative to the best compared isomer or geometry (same formula, charge and spin) = 206.8 kJ/mol
LUMO (spin up / spin down) = -0.163 / -0.164 eV
HOMO-LUMO gap (spin up / spin down) = 7.747 / 7.746 eV

Last column: Löwdin charge in e.
Positions of all 11 atoms, in Å:
C: -0.68 -0.83 -0.58  -0.7309
C: -1.30 1.33 0.25  -0.4477
C: 0.49 -0.11 -0.75  -1.0394
N: -1.62 0.05 0.01  0.0175
O: -0.97 -1.97 -0.70  0.0467
S: 0.25 1.55 -0.24  0.9628
I: 2.04 -0.49 -2.03  0.8571
H: -1.99 1.96 0.89  0.1225
H: 3.33 -0.59 1.62  0.0445
H: 2.85 -0.56 0.95  -0.0231
H: -2.41 -0.34 0.59  0.1900

***

(2)
ORCA calculation (ωB97M-V/def2-TZVPD) on a structure of composition C26H28CaIN8O3P.

DFT total energy = -81311.46542 eV
energy relative to the best compared isomer or geometry (same formula, charge and spin) = 45.9 kJ/mol
LUMO = -0.637 eV
HOMO-LUMO gap = 6.129 eV

Last column: Löwdin charge in e.
Positions of all 68 atoms, in Å:
Ca: 0.38 -0.46 -1.34  1.2761
O: 4.13 0.71 -2.80  0.0319
C: 3.14 0.70 -2.08  -0.5264
N: 2.55 -0.31 -1.41  -0.0893
C: 3.16 -1.60 -1.37  -0.2235
C: 4.54 -1.77 -1.28  -0.0338
C: 5.10 -3.04 -1.18  -0.1039
C: 4.28 -4.16 -1.19  -0.1043
C: 2.91 -4.00 -1.26  -0.0347
C: 2.33 -2.74 -1.34  -0.2319
N: 0.92 -2.57 -1.48  -0.0859
C: 0.08 -3.29 -0.72  -0.5712
O: 0.30 -4.05 0.22  0.0141
C: -1.37 -3.09 -1.14  -0.1943
C: -2.21 -4.20 -1.22  0.0034
C: -3.52 -4.01 -1.62  -0.0509
C: -3.97 -2.72 -1.89  -0.0636
C: -3.08 -1.68 -1.75  -0.1524
N: -1.80 -1.84 -1.40  0.0390
C: 2.45 2.03 -1.80  -0.1952
C: 3.25 3.15 -1.58  0.0027
C: 2.66 4.34 -1.24  -0.0509
C: 1.27 4.40 -1.18  -0.0650
C: 0.55 3.26 -1.46  -0.1567
N: 1.11 2.08 -1.74  0.0444
H: 5.18 -0.90 -1.29  0.1040
H: 6.18 -3.15 -1.11  0.0941
H: 4.71 -5.15 -1.14  0.0942
H: 2.26 -4.87 -1.25  0.1081
H: -1.81 -5.17 -0.97  0.1229
H: -4.19 -4.86 -1.72  0.1098
H: -4.99 -2.53 -2.19  0.1031
H: -3.40 -0.66 -1.91  0.0553
H: 4.33 3.04 -1.69  0.1219
H: 3.26 5.22 -1.02  0.1097
H: 0.76 5.32 -0.93  0.1020
H: -0.53 3.28 -1.47  0.0857
C: 0.60 1.33 4.23  -0.1905
N: 0.43 2.04 2.96  -0.1486
C: -0.99 2.29 2.74  -0.1945
N: -1.83 1.09 2.80  -0.1497
C: -1.58 0.41 4.07  -0.1914
N: -0.18 0.09 4.32  -0.1529
C: 0.33 -0.94 3.40  -0.3103
P: 0.23 -0.41 1.62  1.0203
C: 1.01 1.28 1.85  -0.3192
C: -1.54 0.18 1.68  -0.3503
H: 0.27 1.99 5.03  0.1252
H: 1.65 1.11 4.37  0.1268
H: -1.12 2.76 1.76  0.1160
H: -1.34 2.98 3.51  0.1256
H: -2.17 -0.51 4.11  0.1268
H: -1.92 1.07 4.87  0.1251
H: -0.25 -1.85 3.53  0.0913
H: 1.37 -1.16 3.64  0.0905
H: 0.91 1.85 0.93  0.0624
H: 2.08 1.14 2.02  0.0938
H: -2.19 -0.69 1.75  0.0861
H: -1.78 0.69 0.74  0.0405
N: -3.66 1.85 -2.92  0.1791
C: -3.04 1.88 -1.72  -0.6894
O: -1.94 1.38 -1.54  -0.0389
C: -3.80 2.54 -0.60  -0.5320
I: -5.17 1.12 0.23  0.8485
H: -3.21 1.38 -3.68  0.1238
H: -4.59 2.19 -3.04  0.1091
H: -4.38 3.40 -0.92  0.0500
H: -3.12 2.81 0.21  0.0381

***

(3)
ORCA calculation (ωB97M-V/def2-TZVPD) on a cluster of 2 separate species, C6H11N in total.

DFT total energy = -7884.68828 eV
energy relative to the best compared isomer or geometry (same formula, charge and spin) = 563.8 kJ/mol
LUMO = -2.234 eV
HOMO-LUMO gap = 3.956 eV

Last column: Löwdin charge in e.
Positions of all 18 atoms, in Å:
C: -1.60 0.12 1.50  -0.0498
C: -2.30 0.67 0.40  -0.4048
N: -2.97 -0.10 -0.40  0.0315
C: 3.10 1.12 -0.42  0.0489
C: 0.26 -1.35 -0.28  -0.1081
C: 1.60 -0.85 -0.16  -0.1031
C: 2.00 0.41 -0.68  -0.2048
H: -1.72 -0.90 1.82  0.0363
H: -0.81 0.71 1.97  0.0431
H: -2.18 1.75 0.26  0.0946
H: -3.39 0.50 -1.12  0.0172
H: 3.90 0.72 0.20  0.0665
H: 3.18 2.12 -0.83  0.0612
H: -0.30 -0.74 -0.99  0.0702
H: -0.27 -1.31 0.70  0.0732
H: 0.21 -2.38 -0.68  0.1089
H: 2.35 -1.36 0.44  0.1093
H: 1.30 0.77 -1.44  0.1096